No. 1
A single C17H22Cl2FN3O2 molecule. Source: the Open Molecules 2025 dataset; level of theory: wB97M-V/def2-TZVPD.

```
! RIJCOSX wB97M-V def2-TZVPD def2/J DEFGRID3
* xyz 0 1
Cl -1.08 -1.10 -3.16
Cl 0.48 -2.80 -1.42
F 4.06 1.36 1.61
O -0.15 3.07 -2.50
O -3.64 -2.43 1.14
N -1.26 1.38 -1.47
N 0.88 1.08 -2.32
N -2.33 0.08 0.91
C 0.30 -1.24 -2.14
C 2.65 0.57 -0.09
C 4.43 -1.50 -0.55
C -3.72 -0.01 1.35
C 3.81 0.44 0.65
C -1.70 1.32 1.33
C -2.29 -2.34 0.74
C -2.35 2.19 -0.97
C -1.62 -1.10 1.35
C -4.34 -1.27 0.75
C 4.72 -0.58 0.45
C 1.12 -0.21 -1.86
C 3.27 -1.41 -1.30
C -0.21 1.93 -2.11
C 2.36 -0.38 -1.07
C 5.97 -0.67 1.27
C -2.18 2.53 0.52
H -5.37 -1.40 1.11
H -1.86 1.52 2.41
H -3.13 2.89 0.90
H -1.20 0.47 -1.05
H 1.70 1.59 -2.62
H -3.78 -0.06 2.45
H 6.59 -1.50 0.96
H -4.27 0.86 1.00
H -2.24 -2.28 -0.35
H -1.80 -3.25 1.08
H 5.12 -2.30 -0.75
H 6.54 0.26 1.19
H 5.71 -0.79 2.32
H -3.27 1.63 -1.13
H -0.58 -1.05 1.00
H 1.98 1.39 0.11
H -0.62 1.20 1.18
H -1.62 -1.20 2.45
H -1.45 3.33 0.63
H 3.07 -2.12 -2.08
H -4.34 -1.19 -0.34
H -2.38 3.10 -1.56
*
```

Calculated values
Kohn-Sham gap, eV: 9.01
Energy above the lowest of the compared OMol25 structures with the same formula, charge and spin, kcal/mol: 0.0

***

No. 2
12 unconnected molecules or ions with the total composition C27H75N3O12S9 at a distorted geometry. Source: the Open Molecules 2025 dataset; level of theory: wB97M-V/def2-TZVPD.

```
! RIJCOSX wB97M-V def2-TZVPD def2/J DEFGRID3
* xyz 0 1
S -3.19 0.83 -4.09
S 4.91 -2.43 -3.15
S -2.59 4.19 -1.99
S 1.18 -4.98 -2.19
S -0.36 -2.45 -3.96
S 6.02 0.60 0.82
S -2.17 2.92 5.56
S -4.97 1.96 0.51
S -4.49 -3.67 -0.59
O 0.21 -5.85 -1.35
O -0.84 -2.33 1.36
O -4.95 -2.31 -0.96
O 3.50 -2.33 -3.58
O -4.00 2.03 -3.93
O -3.98 2.30 1.60
O -1.15 4.44 -1.80
O 1.63 3.69 5.23
O -1.40 1.58 5.56
O -1.75 -1.96 -4.01
O 3.31 1.10 -1.48
O 6.69 -0.69 0.22
N -1.63 -1.52 3.33
N 1.51 0.48 -0.29
N 2.36 1.69 4.35
C -3.43 5.04 -0.69
C 1.60 2.49 5.13
C 2.13 -0.68 0.36
C 6.18 1.99 -0.23
C -2.72 0.67 -5.88
C -4.04 0.97 -0.68
C -1.27 -1.53 4.73
C 7.20 1.11 2.02
C 2.38 0.26 4.43
C -3.22 5.14 -3.35
C 5.00 -2.52 -1.37
C 5.60 -0.73 -3.17
C 0.26 -3.02 -5.59
C -2.84 -3.85 -1.25
C -2.09 3.60 3.95
C -1.39 4.11 6.58
C 3.35 2.38 3.50
C 2.83 -5.81 -2.04
C -5.91 0.64 1.12
C -4.09 -3.53 1.13
C 1.59 -3.62 -1.10
C 2.18 1.28 -1.17
C -2.44 -0.41 2.77
C -0.95 -2.39 2.57
C -4.46 -0.59 -4.16
C 0.19 0.81 0.28
C 0.58 -0.88 -3.87
H 3.47 1.81 2.49
H -1.71 -2.39 5.27
H -5.24 -0.16 -4.81
H -1.34 4.32 3.85
H -3.56 0.57 -6.64
H 4.62 -1.58 -0.90
H -3.04 3.95 3.61
H 7.31 2.17 -0.29
H 0.27 -0.45 -2.92
H 3.01 -6.73 -2.57
H 3.07 -5.82 -1.00
H -3.15 0.75 -0.18
H -5.12 -3.45 1.47
H 4.97 -0.15 -2.52
H -6.44 0.85 2.07
H 0.01 -4.04 -5.78
H -2.90 -3.92 -2.38
H -3.41 6.20 -3.16
H 1.66 -0.10 5.18
H -0.17 -1.52 4.84
H -4.08 4.65 -3.70
H -3.41 -0.36 3.29
H 5.62 -0.29 -4.16
H 2.11 -0.23 3.49
H -0.42 -3.19 3.11
H -0.30 3.88 6.71
H -2.47 4.96 -4.11
H -2.22 1.59 -6.17
H -1.55 -0.65 5.25
H -3.91 1.51 -1.62
H 0.21 1.04 1.31
H -1.98 -0.15 -5.94
H 5.97 -2.71 -1.03
H 3.03 3.47 3.29
H -5.19 -0.23 1.25
H 6.59 -0.80 -2.83
H 0.78 1.90 5.59
H 2.64 -0.48 1.25
H -2.19 -2.99 -0.96
H -4.60 0.10 -0.87
H 1.62 -1.21 -3.72
H -3.03 6.06 -0.40
H 4.40 -3.39 -1.09
H -1.84 2.77 3.33
H 5.65 1.79 -1.20
H -3.42 4.33 0.15
H -0.14 -2.45 -6.42
H -0.54 0.05 0.09
H 3.51 -5.10 -2.52
H 2.13 -3.91 -0.18
H 1.37 -2.96 -5.48
H 2.83 -1.13 -0.33
H 4.34 2.30 3.93
H -3.55 -2.58 1.32
H -1.43 5.10 6.18
H -0.17 1.71 -0.25
H -6.64 0.41 0.30
H 5.70 2.85 0.24
H 8.19 1.35 1.64
H 2.14 -2.86 -1.60
H 6.80 2.07 2.45
H -4.07 -1.56 -4.57
H -2.46 -4.81 -0.87
H -1.91 0.49 3.07
H 0.51 -0.19 -4.78
H -2.57 -0.56 1.71
H -3.52 -4.35 1.63
H -4.52 5.06 -0.95
H -1.86 4.01 7.56
H 1.33 -1.30 0.65
H 1.64 2.22 -1.52
H 7.33 0.34 2.86
H 3.37 -0.11 4.64
H 0.67 -3.26 -0.77
H -4.84 -0.76 -3.16
*
```

Calculated values
Kohn-Sham gap, eV: 8.62
Energy above the lowest of the compared OMol25 structures with the same formula, charge and spin, kcal/mol: 15.0

***

No. 3
7 unconnected molecules or ions with the total composition C18H32F9NO15PS at a distorted geometry. Source: the Open Molecules 2025 dataset; level of theory: wB97M-V/def2-TZVPD.

```
! RIJCOSX wB97M-V def2-TZVPD def2/J DEFGRID3
* xyz -1 1
S 0.67 0.17 -6.47
P -0.12 0.36 0.10
F 1.90 3.64 3.96
F -1.13 -0.69 0.85
F 0.79 1.42 -0.74
F -1.26 1.44 -0.08
F 2.08 3.48 1.89
F -0.47 -0.35 -1.31
F 0.46 1.15 1.39
F 1.15 -0.74 0.18
F 3.32 4.78 3.06
O 5.11 -3.77 -2.02
O -2.76 -2.30 -2.59
O -1.85 4.86 3.25
O 3.14 -4.88 -2.14
O 0.84 -1.26 -6.67
O 3.06 -2.61 -2.26
O -3.07 5.82 4.91
O -4.39 -1.01 -2.71
O -3.30 -1.65 -4.57
O 3.35 1.12 3.19
O 0.83 1.13 -7.53
O 1.51 0.50 -5.05
O 4.88 2.40 2.25
O -0.78 0.50 -5.69
O -3.24 3.68 4.37
N 3.34 0.42 0.58
C 3.90 2.48 3.26
C -3.48 -1.67 -3.37
C -3.61 2.07 2.61
C -3.94 -0.86 -1.43
C -2.56 2.74 3.61
C 1.79 -4.53 -2.25
C -3.22 -2.16 -1.22
C 1.98 -0.71 3.86
C 2.80 3.58 3.02
C 1.14 -4.89 -0.91
C -2.74 4.88 4.23
C 3.91 -3.74 -2.11
C -0.68 -0.02 -4.36
C 1.72 -3.06 -2.61
C -1.50 3.51 2.90
C 2.36 0.78 4.13
C -5.21 -0.82 -0.50
C 0.80 0.30 -3.90
H -0.57 3.14 3.33
H -4.52 1.67 3.05
H -1.40 0.46 -3.70
H 0.07 -4.70 -0.98
H 1.60 -4.28 -0.13
H -4.82 -0.56 0.48
H -3.92 2.86 1.92
H 4.35 2.57 4.25
H -5.72 -1.78 -0.52
H 1.37 -5.91 -0.60
H -2.06 2.04 4.28
H 0.84 -2.67 -2.09
H 1.24 -0.55 -3.39
H 3.82 0.98 -0.11
H 1.46 1.39 4.10
H -0.72 -1.11 -4.38
H 1.35 -5.20 -2.98
H -3.95 -2.93 -0.96
H -1.52 3.39 1.82
H 3.82 -0.45 0.36
H 3.56 0.67 1.53
H 2.67 0.95 5.16
H -6.00 -0.09 -0.67
H 0.81 1.15 -3.22
H -3.22 -0.04 -1.35
H 1.51 -3.00 -3.67
H 2.35 0.33 0.42
H 2.82 -1.22 3.41
H 1.68 -1.21 4.78
H 1.17 -0.66 3.14
H -2.44 -2.00 -0.47
H -3.16 1.21 2.12
*
```

Calculated values
Kohn-Sham gap, eV: 7.12